(1)
{
  "formula": "C4H6BrN3P",
  "method": "wB97M-V/def2-TZVPD",
  "symbols": ["C", "C", "C", "C", "N", "N", "N", "P", "Br", "H", "H", "H", "H", "H", "H"],
  "positions_angstrom": [[2.201040, -2.030989, -1.273634], [2.818934, -1.155778, -0.737681], [-0.197723, 1.482092, 0.115349], [-1.467962, 0.920041, 0.045909], [0.668494, 2.299274, -0.116514], [-0.591917, 0.088320, 0.607592], [-2.702355, 1.050180, -0.443578], [-0.374641, -1.600183, 0.747022], [3.483930, 0.015741, 0.401017], [1.623354, -2.453893, -2.041919], [1.668727, 2.193302, 0.037871], [-2.964621, 1.817118, -1.047499], [-3.477363, 0.776788, 0.124787], [-1.313289, -1.843659, 1.803309], [0.625394, -1.558361, 1.777969]],
  "forces_ev_per_angstrom": [[0.0, 0.7, -0.7], [-0.4, -0.4, 0.4], [0.9, -0.1, -0.4], [-0.2, 0.2, -0.3], [0.1, 0.4, -0.1], [-1.6, 2.2, -0.5], [0.6, -0.3, 0.7], [0.4, -1.9, 1.3], [0.7, 0.7, 0.6], [-0.3, -0.9, -0.3], [-0.3, -0.3, 0.2], [0.7, 0.3, 0.1], [-0.4, -0.9, 0.2], [-0.2, 0.2, -0.5], [-0.1, 0.2, -0.7]],
  "nbo_charge": [-0.226, -0.229, 0.450, 0.474, -0.544, -0.571, -0.740, 0.589, 0.219, 0.251, 0.421, 0.447, 0.437, 0.004, 0.019],
  "total_charge": 1,
  "de_lowest_kcal_mol": 98.6,
  "orbital_gap_ev": 8.18
}



(2)
{
  "formula": "C27H35N2",
  "method": "wB97M-V/def2-TZVPD",
  "symbols": ["C", "C", "N", "C", "C", "C", "C", "C", "H", "H", "H", "H", "H", "H", "H", "H", "H", "H", "H", "H", "H", "C", "C", "C", "C", "C", "N", "C", "C", "C", "C", "C", "C", "C", "C", "C", "C", "C", "C", "C", "C", "C", "H", "H", "H", "H", "H", "H", "H", "H", "H", "H", "H", "H", "H", "H", "H", "H", "H", "H", "H", "H", "H", "H"],
  "positions_angstrom": [[2.389117, 0.946532, -1.058076], [1.217939, 1.948410, -0.998109], [0.650557, 2.004982, 0.375286], [1.703311, 2.479187, 1.316706], [2.896463, 1.502132, 1.335956], [2.604628, 0.342661, 0.352251], [1.299058, -0.363784, 0.799033], [0.149717, 0.664721, 0.812652], [2.183134, 0.149772, -1.783276], [3.305551, 1.442733, -1.400379], [1.534006, 2.955996, -1.284734], [0.418393, 1.670897, -1.691298], [2.013607, 3.483486, 1.013199], [1.255249, 2.586796, 2.309229], [3.822798, 2.015410, 1.050259], [3.062533, 1.108993, 2.346385], [3.444143, -0.372175, 0.339673], [1.069032, -1.194130, 0.120261], [1.433024, -0.808084, 1.792934], [-0.288809, 0.768416, 1.809648], [-0.666772, 0.367503, 0.147888], [-4.596446, 4.273162, -1.749205], [-3.958989, 2.890192, -1.515978], [-4.902543, 1.823598, -2.098030], [-2.614069, 2.777349, -2.261875], [-3.771179, 2.647125, -0.021422], [-4.367373, 1.627579, 0.655859], [-4.003343, 1.654871, 1.999967], [-3.128838, 2.738036, 2.181323], [-2.550746, 2.941966, 3.440014], [-2.902183, 2.123503, 4.485237], [-3.802261, 1.071920, 4.304982], [-4.343142, 0.817681, 3.065181], [-2.994129, 3.402194, 0.895995], [-2.163588, 4.500943, 0.590570], [-1.435479, 5.317143, 1.525574], [-2.000687, 5.780553, 2.732035], [-1.239581, 6.456868, 3.652284], [0.107725, 6.720965, 3.421062], [0.925797, 7.406656, 4.458402], [0.660462, 6.328288, 2.203891], [-0.092210, 5.667196, 1.266395], [-3.966866, 5.084834, -1.385605], [-4.782581, 4.441342, -2.810434], [-5.555154, 4.342084, -1.235932], [-4.482646, 0.827206, -1.964082], [-5.875547, 1.860016, -1.609858], [-5.054573, 1.983480, -3.165783], [-2.173438, 1.794304, -2.104089], [-2.756524, 2.905301, -3.335102], [-1.884581, 3.517376, -1.941193], [-4.976462, 0.903062, 0.273786], [-1.825222, 3.718931, 3.582432], [-2.479574, 2.299960, 5.462281], [-4.074425, 0.455321, 5.146373], [-5.016430, -0.005035, 2.908288], [-1.969682, 4.689673, -0.450227], [-3.043280, 5.586053, 2.922090], [-1.682032, 6.775467, 4.580319], [1.953410, 7.555199, 4.123722], [0.505056, 8.383947, 4.698441], [0.956362, 6.819781, 5.377684], [1.701444, 6.524787, 2.011314], [0.348294, 5.357974, 0.333253]],
  "forces_ev_per_angstrom": [[0.3, -0.3, 0.0], [-0.3, -0.2, 0.7], [-0.3, 0.3, 0.2], [-0.5, -0.4, -0.4], [0.3, -0.3, 0.0], [-0.2, 0.2, 0.0], [0.3, -0.3, 0.0], [0.5, 0.8, -0.4], [0.0, 0.1, 0.2], [-0.1, -0.1, 0.1], [0.0, 0.0, 0.2], [0.0, -0.1, 0.1], [0.0, -0.1, -0.1], [-0.1, -0.1, -0.1], [-0.1, -0.1, 0.0], [-0.1, 0.0, -0.2], [-0.3, 0.3, 0.0], [0.1, 0.1, 0.0], [0.0, 0.1, -0.1], [0.1, 0.1, 0.0], [0.1, 0.1, -0.1], [0.0, 0.1, 0.2], [-0.3, -0.3, -0.2], [0.1, 0.1, 0.3], [0.1, 0.0, 0.2], [-0.7, -0.9, -0.7], [0.4, 0.8, -0.9], [0.8, 0.5, 1.2], [-0.3, -0.3, 0.7], [0.0, -0.1, -0.5], [-0.1, -0.2, 0.1], [0.1, 0.2, 0.0], [-0.2, 0.0, -0.8], [1.2, 1.5, 0.2], [-0.7, -1.6, 0.3], [0.2, 0.5, 0.5], [0.0, -0.3, -0.5], [-0.1, 0.1, 0.0], [0.0, -0.1, -0.2], [0.3, 0.2, 0.1], [0.0, 0.0, 0.3], [-0.8, -0.3, -0.4], [0.0, 0.0, 0.0], [0.1, -0.1, 0.0], [0.0, 0.0, 0.0], [0.0, -0.1, -0.1], [-0.2, 0.0, 0.0], [0.1, 0.0, 0.1], [0.1, -0.1, 0.0], [-0.2, 0.0, 0.0], [0.0, 0.0, 0.0], [0.3, 0.6, -0.1], [0.1, 0.0, 0.1], [0.1, 0.0, 0.1], [0.0, -0.1, 0.0], [-0.2, -0.3, 0.0], [0.0, 0.1, -0.2], [-0.2, 0.0, 0.1], [-0.2, 0.1, 0.2], [-0.1, 0.0, 0.0], [0.0, 0.0, 0.1], [-0.1, 0.0, 0.0], [0.2, 0.1, -0.1], [0.1, -0.1, -0.2]],
  "nbo_charge": [-0.437, -0.229, -0.454, -0.231, -0.438, -0.201, -0.437, -0.231, 0.211, 0.213, 0.196, 0.192, 0.192, 0.198, 0.212, 0.212, 0.228, 0.210, 0.212, 0.200, 0.189, -0.593, -0.135, -0.612, -0.592, 0.499, -0.496, 0.106, -0.005, -0.208, -0.187, -0.190, -0.211, -0.243, 0.131, -0.194, -0.144, -0.222, 0.066, -0.644, -0.236, -0.067, 0.211, 0.232, 0.222, 0.211, 0.212, 0.241, 0.220, 0.232, 0.208, 0.445, 0.232, 0.227, 0.233, 0.226, 0.215, 0.229, 0.227, 0.227, 0.240, 0.237, 0.226, 0.216],
  "total_charge": 1,
  "de_lowest_kcal_mol": 0.9,
  "orbital_gap_ev": 5.98
}



(3)
{
  "formula": "C26H26Cl2N3O5S",
  "method": "wB97M-V/def2-TZVPD",
  "symbols": ["C", "N", "C", "O", "N", "C", "C", "O", "C", "C", "C", "C", "C", "C", "N", "C", "C", "C", "C", "C", "C", "C", "C", "C", "O", "H", "H", "H", "H", "H", "H", "H", "H", "H", "H", "H", "H", "H", "H", "H", "H", "H", "H", "H", "H", "H", "Cl", "C", "C", "C", "C", "S", "C", "Cl", "O", "O", "C", "C", "H", "H", "H", "H", "H"],
  "positions_angstrom": [[2.959759, -2.306411, -3.319047], [2.990289, -1.113515, -2.496456], [4.256058, -0.533172, -2.343266], [5.266986, -1.109042, -2.734112], [4.298677, 0.731314, -1.755430], [5.640044, 1.269166, -1.641138], [3.254444, 1.215186, -0.945941], [3.449606, 2.103523, -0.110033], [1.917520, 0.637821, -1.190870], [0.873776, 1.074723, -0.416300], [-0.513843, 0.771539, -0.795833], [-1.093282, -0.464046, -0.468982], [-2.352967, -0.805854, -0.949416], [-3.121346, 0.150544, -1.674918], [-4.382177, -0.168592, -2.110407], [-5.065605, -1.317190, -1.559537], [-4.138848, -2.518922, -1.471427], [-2.859681, -2.186232, -0.695066], [-5.280236, 0.860256, -2.577226], [-4.580472, 1.872932, -3.472758], [-3.300025, 2.412214, -2.817113], [-2.555437, 1.423646, -1.973193], [-1.290619, 1.724304, -1.482691], [1.784068, -0.472565, -2.181900], [0.733685, -0.900965, -2.658274], [1.926321, -2.634034, -3.393965], [3.354526, -2.065606, -4.310664], [3.590939, -3.071207, -2.860658], [5.574413, 2.283900, -1.259213], [6.254504, 0.643004, -0.981756], [6.087465, 1.248323, -2.637643], [1.055544, 1.828621, 0.336655], [-0.503644, -1.142295, 0.155255], [-5.448710, -1.077996, -0.549399], [-5.923629, -1.524990, -2.212869], [-4.670421, -3.341322, -0.983774], [-3.884607, -2.850297, -2.485742], [-2.079916, -2.920778, -0.944685], [-3.046160, -2.315700, 0.383388], [-6.082707, 0.375178, -3.143806], [-5.748366, 1.393107, -1.728054], [-4.320373, 1.399573, -4.430779], [-5.266305, 2.703479, -3.694708], [-2.629527, 2.775236, -3.607948], [-3.541731, 3.292831, -2.201904], [-0.838024, 2.704033, -1.673218], [3.246831, 0.466683, 8.992764], [2.571422, 0.237516, 7.435547], [2.114412, -1.023818, 7.053455], [1.549210, -1.196065, 5.787445], [1.384538, -0.106752, 4.930686], [0.502967, -0.371124, 3.330370], [1.439072, 0.096573, 1.888065], [2.743344, -0.916646, 1.470515], [0.135063, -1.767578, 3.275710], [-0.526285, 0.648332, 3.350618], [1.878106, 1.148274, 5.302195], [2.477760, 1.332123, 6.559249], [2.188064, -1.864622, 7.749268], [1.215417, -2.179577, 5.476352], [1.687532, 1.143586, 1.967254], [1.795455, 1.994296, 4.630088], [2.847098, 2.305084, 6.867245]],
  "forces_ev_per_angstrom": [[0.1, -0.2, -0.1], [0.7, 0.6, -0.1], [-0.3, -0.5, 0.0], [-0.8, 0.6, 0.2], [-0.1, -0.7, 0.1], [0.3, 0.1, 0.0], [-0.4, 0.7, 1.0], [0.1, -0.9, -1.2], [0.3, -0.3, -0.1], [0.3, 0.0, -0.6], [-1.4, -0.2, 0.6], [0.1, 0.7, -0.5], [0.1, 1.0, -0.1], [1.6, 0.4, 0.5], [-1.1, -0.5, -1.0], [0.2, 0.1, 0.3], [0.1, -0.1, -0.1], [-0.4, -0.6, 0.4], [0.1, 0.4, 0.0], [0.3, 0.0, -0.1], [-0.2, 0.7, -0.1], [-0.2, -1.1, 0.6], [0.9, -0.5, 0.1], [-1.0, 0.0, 0.2], [1.2, 0.5, 0.4], [0.1, 0.0, 0.0], [-0.1, -0.2, 0.1], [-0.1, 0.1, -0.1], [0.0, -0.1, 0.0], [-0.1, 0.2, -0.1], [0.0, 0.1, 0.2], [0.0, 0.2, -0.5], [-0.3, 0.0, -0.3], [-0.1, -0.1, -0.1], [0.1, -0.1, 0.2], [0.1, 0.0, -0.1], [0.0, 0.1, 0.1], [-0.2, 0.2, 0.0], [0.0, 0.1, -0.2], [0.0, 0.0, 0.1], [0.0, 0.0, 0.0], [-0.1, 0.0, 0.2], [0.2, -0.2, 0.0], [-0.1, 0.0, 0.2], [0.0, -0.1, -0.1], [-0.2, -0.3, -0.1], [0.3, 0.1, 0.7], [-0.5, 0.1, -1.3], [0.1, 0.1, 0.0], [0.0, 0.3, 0.2], [0.2, -0.5, -0.2], [0.8, 1.3, -1.9], [-1.8, -0.1, 1.5], [1.2, -0.8, -0.1], [0.2, -0.1, 0.4], [-0.3, 0.0, 0.6], [0.1, -0.2, 0.5], [-0.4, -0.7, -0.3], [0.0, 0.3, -0.3], [-0.1, 0.1, 0.0], [0.4, 0.0, 0.4], [-0.1, -0.1, 0.0], [0.0, -0.1, -0.1]],
  "nbo_charge": [-0.411, -0.471, 0.812, -0.637, -0.478, -0.407, 0.695, -0.624, -0.363, 0.058, -0.134, -0.081, -0.104, 0.233, -0.453, -0.194, -0.397, -0.421, -0.195, -0.395, -0.417, -0.112, -0.132, 0.685, -0.603, 0.240, 0.196, 0.212, 0.229, 0.206, 0.209, 0.243, 0.229, 0.166, 0.191, 0.203, 0.199, 0.221, 0.216, 0.191, 0.162, 0.200, 0.203, 0.212, 0.203, 0.194, -0.006, -0.063, -0.238, -0.189, -0.277, 2.126, -0.835, -0.057, -0.971, -0.979, -0.182, -0.227, 0.220, 0.246, 0.197, 0.234, 0.220],
  "total_charge": -1,
  "de_lowest_kcal_mol": 0.0,
  "orbital_gap_ev": 6.66
}



Number 1: HOMO energy -13.1 eV, calculated total energy -88034.380 eV. Number 2: HOMO energy -10.6 eV, calculated total energy -31541.598 eV. Number 3: HOMO energy -4.1 eV, calculated total energy -77973.720 eV.